# 1
Density functional theory data (wB97M-V/def2-TZVPD) for a molecular structure, C19H18CrO10P2.

Summary:
Net charge: -1
HOMO level (alpha / beta) in eV: -4.801 / -5.076
Relative energy (zero: lowest compared OMol25 entry of this formula, charge and spin) in kcal/mol: 31.1
⟨S²⟩: 3.7974
Spin multiplicity: 4
Energy in eV: -87481.09250

Element x y z (Å)
Cr 0.128 -0.653 -0.414
C -0.068 1.532 0.251
C -1.284 1.716 0.954
C -2.329 1.762 0.039
C -1.794 1.624 -1.255
C -0.405 1.502 -1.150
H 0.929 1.688 0.640
H -1.391 1.749 2.029
H -3.379 1.796 0.286
H -2.363 1.562 -2.171
H 0.315 1.570 -1.955
O 0.089 -1.242 -2.573
P 0.821 -2.685 -2.196
O 0.579 -3.745 -3.165
O 0.366 -2.657 -0.747
O 2.394 -2.292 -2.175
P 3.053 -1.312 -1.061
O 2.957 -2.150 0.330
O 4.446 -1.021 -1.396
O 2.011 -0.214 -0.849
H 0.443 -0.796 -3.351
H 3.725 -2.714 0.461
O 0.538 -1.134 1.488
C -0.532 -1.894 2.127
C -1.808 -1.726 1.260
O -2.850 -2.193 1.683
O -1.646 -1.149 0.126
C -0.089 -3.346 2.240
C -0.784 -4.392 1.653
C -0.313 -5.691 1.777
C 0.852 -5.956 2.480
C 1.545 -4.912 3.077
C 1.069 -3.617 2.964
C -0.762 -1.299 3.511
C -0.174 -0.103 3.895
C -0.410 0.416 5.163
C -1.236 -0.253 6.050
C -1.827 -1.450 5.665
C -1.592 -1.970 4.405
H 1.340 -1.686 1.395
H -1.684 -4.190 1.091
H -0.856 -6.499 1.304
H 1.217 -6.971 2.564
H 2.450 -5.106 3.638
H 1.596 -2.808 3.458
H 0.462 0.429 3.202
H 0.051 1.353 5.448
H -1.421 0.155 7.036
H -2.478 -1.981 6.349
H -2.061 -2.895 4.101

In elementary charge units, the natural (NBO) charges are: Cr 1.351; C -0.412; C -0.257; C -0.272; C -0.268; C -0.379; H 0.235; H 0.203; H 0.204; H 0.203; H 0.224; O -0.970; P 2.543; O -1.080; O -1.081; O -1.095; P 2.561; O -1.025; O -1.109; O -1.099; H 0.517; H 0.513; O -0.707; C 0.145; C 0.789; O -0.646; O -0.680; C -0.048; C -0.179; C -0.193; C -0.216; C -0.234; C -0.171; C -0.031; C -0.238; C -0.151; C -0.244; C -0.213; C -0.189; H 0.544; H 0.247; H 0.210; H 0.206; H 0.206; H 0.209; H 0.233; H 0.198; H 0.203; H 0.206; H 0.236

# 2
Density functional theory data (wB97M-V/def2-TZVPD) for a molecular structure, C19H18F4N3O7S5SbTc.

Summary:
Net charge: +3
HOMO level in eV: -15.762
Energy in eV: -112554.54703

Element x y z (Å)
Tc -0.020 -4.635 0.290
F 0.873 1.725 2.363
C 0.554 1.343 1.122
C 0.361 0.021 0.878
C -0.053 -0.400 -0.398
C -0.251 -1.785 -0.699
O -0.091 -2.650 0.266
C -0.603 -2.131 -1.994
C -0.810 -1.130 -2.932
N -0.674 0.156 -2.661
C -0.913 1.136 -3.726
C -2.077 2.074 -3.592
C -2.118 0.966 -4.599
C -0.263 0.569 -1.393
C -0.018 1.921 -1.126
C 0.398 2.341 0.125
N 0.635 3.691 0.383
C 1.522 4.148 1.444
C 2.253 5.401 0.998
N 1.249 6.461 0.615
C 0.327 5.966 -0.472
C -0.349 4.694 0.004
C -0.825 -3.517 -2.432
O -1.236 -3.829 -3.503
O -0.503 -4.483 -1.513
H 0.495 -0.690 1.681
H -1.111 -1.391 -3.938
H 0.009 1.484 -4.172
H -1.941 3.087 -3.944
H -2.706 1.961 -2.719
H -1.997 1.204 -5.645
H -2.790 0.143 -4.394
H -0.126 2.644 -1.920
H 2.275 3.398 1.669
H 0.974 4.346 2.374
H 2.858 5.218 0.112
H 2.878 5.805 1.792
H 1.730 7.311 0.313
H 0.698 6.722 1.437
H 0.952 5.788 -1.346
H -0.393 6.753 -0.686
H -0.996 4.326 -0.788
H -1.000 4.927 0.860
S -0.880 -7.924 3.337
Sb -0.761 -9.048 1.272
S -0.440 -6.962 -0.298
S 1.382 -6.277 0.182
S 1.054 -8.440 2.683
F 0.260 -3.959 5.710
C -0.135 -4.817 4.799
F -1.283 -5.370 5.122
F 0.788 -5.743 4.580
S -0.387 -3.849 3.232
O -1.269 -2.774 3.475
O 1.035 -3.457 2.877
O -0.799 -4.841 2.177
O 2.685 -3.685 1.273
C 1.575 -3.942 1.443

In elementary charge units, the natural (NBO) charges are: Tc 0.857; F -0.299; C 0.355; C -0.208; C -0.077; C 0.486; O -0.666; C -0.331; C 0.216; N -0.270; C -0.101; C -0.418; C -0.401; C 0.195; C -0.287; C 0.250; N -0.455; C -0.241; C -0.230; N -0.494; C -0.230; C -0.239; C 0.791; O -0.472; O -0.621; H 0.263; H 0.274; H 0.246; H 0.243; H 0.235; H 0.261; H 0.238; H 0.247; H 0.262; H 0.211; H 0.236; H 0.256; H 0.454; H 0.437; H 0.234; H 0.254; H 0.249; H 0.209; S -0.216; Sb 1.116; S -0.046; S 0.429; S -0.222; F -0.260; C 0.793; F -0.271; F -0.289; S 2.285; O -0.817; O -0.779; O -0.873; O -0.431; C 0.663

# 3
Density functional theory data (wB97M-V/def2-TZVPD) for C19H18FN3O5S in the gas phase.

Summary:
HOMO level in eV: -8.296
Energy in eV: -48256.76726

Element x y z (Å)
O -4.055 -2.169 -1.494
C -3.067 -1.906 -0.839
N -2.856 -0.730 -0.199
C -3.705 0.381 -0.135
C -4.946 0.436 -0.765
C -5.725 1.573 -0.658
C -5.260 2.647 0.076
F -6.021 3.761 0.177
C -4.031 2.614 0.712
C -3.256 1.477 0.603
C -1.926 -2.928 -0.744
C -0.805 -2.550 -1.731
C 0.205 -1.562 -1.153
N 0.712 -1.982 0.148
S 0.776 -0.731 1.251
O 1.151 -1.268 2.520
O -0.424 0.075 1.194
C 2.124 0.231 0.577
C 1.895 1.509 0.100
C 2.930 2.267 -0.431
C 4.183 1.685 -0.459
N 5.413 2.115 -0.897
C 6.354 1.122 -0.690
O 7.514 1.163 -0.955
O 5.713 0.060 -0.120
C 4.399 0.383 0.029
C 3.375 -0.369 0.557
C 0.149 -3.212 0.674
C -1.378 -3.164 0.677
H -1.992 -0.592 0.319
H -5.296 -0.409 -1.332
H -6.689 1.630 -1.139
H -3.697 3.467 1.281
H -2.295 1.424 1.093
H -2.371 -3.856 -1.117
H -1.245 -2.119 -2.632
H -0.276 -3.457 -2.027
H 1.057 -1.467 -1.837
H -0.250 -0.572 -1.049
H 0.895 1.906 0.158
H 2.763 3.265 -0.802
H 5.634 3.009 -1.302
H 3.515 -1.362 0.948
H 0.521 -4.048 0.077
H 0.531 -3.309 1.691
H -1.768 -4.101 1.076
H -1.688 -2.368 1.357

In elementary charge units, the natural (NBO) charges are: O -0.618; C 0.688; N -0.636; C 0.136; C -0.219; C -0.267; C 0.370; F -0.330; C -0.260; C -0.234; C -0.303; C -0.407; C -0.243; N -0.680; S 2.333; O -0.924; O -0.986; C -0.349; C -0.167; C -0.247; C 0.118; N -0.604; C 0.868; O -0.568; O -0.446; C 0.305; C -0.222; C -0.233; C -0.427; H 0.434; H 0.259; H 0.229; H 0.226; H 0.232; H 0.241; H 0.238; H 0.212; H 0.207; H 0.212; H 0.247; H 0.232; H 0.435; H 0.255; H 0.203; H 0.246; H 0.228; H 0.214

# 4
Density functional theory data (wB97M-V/def2-TZVPD) for a molecular structure, C19H18IrN4O3.

Summary:
Net charge: +1
HOMO level (alpha / beta) in eV: -10.382 / -11.971
⟨S²⟩: 6.0453
Spin multiplicity: 5
Energy in eV: -34927.18924

Element x y z (Å)
Ir 5.200 10.264 9.236
C 6.255 5.700 6.288
C 5.065 5.559 7.048
C 4.823 6.422 8.136
C 5.743 7.492 8.378
C 6.866 7.690 7.527
C 7.071 6.820 6.460
N 5.518 8.324 9.470
C 5.384 7.923 10.782
C 5.769 6.653 11.310
C 5.748 6.471 12.686
C 5.362 7.500 13.567
C 4.979 8.740 13.073
C 5.063 8.950 11.714
N 4.967 10.196 11.112
N 4.791 11.274 11.820
C 4.743 12.359 11.014
C 4.401 13.648 11.576
C 4.394 14.765 10.773
C 4.716 14.600 9.380
C 4.981 13.308 8.880
N 4.950 12.179 9.668
H 6.489 4.998 5.495
H 4.353 4.761 6.871
H 4.033 6.227 8.812
H 7.554 8.439 7.904
H 7.800 7.042 5.706
H 5.930 5.826 10.581
H 6.045 5.496 13.090
H 5.290 7.319 14.596
H 4.542 9.473 13.699
H 4.119 13.667 12.592
H 4.228 15.810 11.093
H 4.852 15.348 8.638
H 5.269 13.191 7.865
C 5.080 10.694 5.034
C 4.733 10.999 6.538
O 3.802 11.767 6.811
O 5.449 10.265 7.342
H 4.331 11.073 4.314
H 5.232 9.624 5.007
H 6.080 11.188 4.734
O 7.558 11.249 14.996
H 7.943 11.361 14.125
H 8.147 11.587 15.710

In elementary charge units, the natural (NBO) charges are: Ir 1.382; C -0.169; C -0.192; C -0.208; C 0.097; C -0.189; C -0.190; N -0.417; C 0.083; C -0.174; C -0.220; C -0.104; C -0.248; C 0.246; N -0.431; N -0.157; C 0.293; C -0.177; C -0.140; C -0.228; C 0.116; N -0.557; H 0.234; H 0.235; H 0.228; H 0.229; H 0.233; H 0.244; H 0.240; H 0.232; H 0.252; H 0.251; H 0.252; H 0.246; H 0.234; C -0.724; C 0.789; O -0.607; O -0.700; H 0.248; H 0.230; H 0.238; O -0.959; H 0.473; H 0.486

# 5
Density functional theory data (wB97M-V/def2-TZVPD) for 2 unconnected molecules or ions with the total composition C19H18N.

Summary:
Net charge: +1
HOMO level in eV: -12.503
Relative energy (zero: lowest compared OMol25 entry of this formula, charge and spin) in kcal/mol: 47.4
Energy in eV: -21477.88390

Element x y z (Å)
C -0.539 0.130 1.079
C -0.684 1.537 0.961
C 0.393 2.270 1.526
C 0.397 3.652 1.463
C -0.630 4.329 0.793
C -1.752 3.628 0.324
C -1.827 2.250 0.476
C -1.556 -0.847 0.837
C -1.425 -2.005 1.650
C -2.414 -2.974 1.678
C -3.580 -2.805 0.925
C -3.745 -1.644 0.136
C -2.714 -0.706 0.011
H 0.200 -0.167 1.899
H 1.153 1.712 2.072
H 1.229 4.175 1.910
H -0.545 5.411 0.633
H -2.558 4.169 -0.173
H -2.802 1.776 0.330
H -0.571 -2.034 2.326
H -2.253 -3.854 2.287
H -4.339 -3.605 0.933
H -4.684 -1.516 -0.407
H -2.849 0.142 -0.672
C 4.182 -1.368 -3.009
C 3.097 -1.042 -1.980
C 2.166 -0.009 -2.215
C 1.173 0.255 -1.253
N 1.063 -0.436 -0.109
C 1.947 -1.418 0.121
C 2.976 -1.768 -0.769
H 4.836 -2.182 -2.680
H 3.768 -1.674 -3.978
H 4.834 -0.512 -3.227
H 2.161 0.616 -3.117
H 0.437 1.059 -1.393
H 1.824 -1.942 1.083
H 3.632 -2.601 -0.471

In elementary charge units, the natural (NBO) charges are: C 0.158; C -0.199; C -0.114; C -0.217; C -0.137; C -0.205; C -0.145; C -0.176; C -0.124; C -0.215; C -0.142; C -0.206; C -0.149; H 0.229; H 0.221; H 0.235; H 0.237; H 0.237; H 0.234; H 0.212; H 0.235; H 0.239; H 0.236; H 0.226; C -0.653; C 0.077; C -0.241; C 0.061; N -0.379; C 0.054; C -0.233; H 0.233; H 0.245; H 0.244; H 0.244; H 0.218; H 0.213; H 0.246